# C27H108N54O27

A 27-piece molecular cluster, C27H108N54O27 overall (the ωB97M-V functional and the def2-TZVPD basis, OMol25).

Computed properties:
**Highest occupied orbital energy**: -9.519 eV
**LUMO energy**: 0.15 eV
**ΔE to the lowest compared entry with this formula, charge and spin**: 32.9 kcal per mole
**DFT total energy**: -165532.9190 eV

Structure (ORCA input):
```
! wB97M-V def2-TZVPD RIJCOSX def2/J DEFGRID3
* xyz 0 1
C -11.87 -30.28 3.49
O -11.02 -31.02 3.88
N -11.89 -28.95 3.78
N -13.01 -30.65 2.79
H -11.27 -28.37 4.40
H -12.44 -28.34 3.16
H -13.81 -30.16 3.15
H -13.21 -31.61 2.69
C -10.07 -24.18 11.01
O -9.73 -25.04 10.16
N -9.75 -22.92 10.84
N -10.72 -24.48 12.12
H -10.27 -22.14 11.09
H -9.28 -22.82 9.99
H -11.39 -23.83 12.40
H -10.90 -25.48 12.26
C -10.85 -31.64 7.72
O -10.42 -31.59 8.89
N -10.45 -32.57 6.77
N -11.90 -30.80 7.39
H -9.57 -32.97 7.03
H -10.53 -32.32 5.80
H -12.14 -30.59 6.45
H -11.91 -29.97 7.94
C -14.70 -25.27 7.38
O -13.77 -26.06 7.63
N -16.04 -25.47 7.79
N -14.58 -24.18 6.58
H -16.13 -25.98 8.63
H -16.60 -24.61 7.77
H -13.69 -23.75 6.37
H -15.38 -23.53 6.52
C -14.63 -26.24 11.31
O -15.56 -25.69 10.76
N -14.04 -27.29 10.64
N -14.26 -25.89 12.62
H -13.20 -27.62 11.00
H -14.15 -27.25 9.59
H -13.37 -26.36 12.93
H -14.19 -24.89 12.78
C -7.54 -21.20 4.58
O -7.34 -20.81 5.74
N -8.44 -22.07 4.14
N -6.82 -20.68 3.52
H -9.03 -22.46 4.82
H -8.50 -22.38 3.22
H -6.88 -21.10 2.60
H -5.90 -20.46 3.80
C -6.38 -23.39 0.86
O -6.91 -22.28 1.02
N -4.99 -23.67 1.08
N -7.14 -24.51 0.52
H -4.38 -22.87 0.87
H -4.69 -24.63 0.78
H -6.74 -25.39 0.26
H -8.12 -24.47 0.59
C -11.35 -18.25 1.26
O -12.22 -18.88 1.88
N -10.68 -18.79 0.24
N -10.88 -17.04 1.61
H -9.98 -18.39 -0.37
H -11.05 -19.63 -0.10
H -9.95 -16.81 1.26
H -11.11 -16.82 2.56
C -14.93 -27.32 4.00
O -14.72 -28.08 3.05
N -14.57 -26.03 4.04
N -15.29 -27.85 5.19
H -14.78 -25.56 4.88
H -14.28 -25.66 3.18
H -15.26 -28.85 5.12
H -15.32 -27.45 6.12
C -6.31 -22.96 9.41
O -6.57 -21.82 9.76
N -6.41 -23.49 8.18
N -5.89 -23.93 10.30
H -6.82 -22.92 7.35
H -6.49 -24.48 7.87
H -5.52 -24.76 9.85
H -5.96 -23.74 11.30
C -12.03 -22.32 1.86
O -11.77 -23.52 1.71
N -12.57 -21.60 0.90
N -11.65 -21.67 2.98
H -12.81 -20.67 1.05
H -12.87 -22.06 0.10
H -11.48 -22.21 3.84
H -11.94 -20.72 3.05
C -8.87 -28.12 5.45
O -9.88 -27.55 5.01
N -8.68 -29.45 5.14
N -8.13 -27.45 6.32
H -9.49 -29.87 4.72
H -8.28 -29.93 5.95
H -7.31 -27.94 6.61
H -8.10 -26.42 6.27
C -6.44 -20.09 13.14
O -6.76 -19.35 14.05
N -7.18 -21.19 12.77
N -5.29 -19.82 12.43
H -7.83 -21.41 13.51
H -6.98 -21.67 11.90
H -4.82 -20.62 11.99
H -4.73 -19.07 12.76
C -9.81 -26.51 0.91
O -8.92 -27.35 0.96
N -9.99 -25.67 -0.15
N -10.77 -26.49 1.95
H -10.91 -25.18 -0.27
H -9.64 -26.04 -1.01
H -11.31 -25.64 2.06
H -10.96 -27.38 2.44
C -13.00 -20.34 5.65
O -13.64 -21.17 5.10
N -12.00 -20.71 6.50
N -13.20 -18.98 5.38
H -11.53 -19.93 7.04
H -11.69 -21.69 6.36
H -13.58 -18.81 4.47
H -12.52 -18.27 5.67
C -13.46 -22.57 10.34
O -13.18 -22.93 11.47
N -12.71 -21.64 9.62
N -14.46 -23.19 9.66
H -11.96 -21.15 10.12
H -13.00 -21.21 8.81
H -14.48 -23.08 8.68
H -14.80 -24.07 9.97
C -10.94 -24.41 5.90
O -10.98 -23.21 5.64
N -10.45 -24.95 7.09
N -11.53 -25.23 5.01
H -10.22 -24.24 7.74
H -10.97 -25.69 7.61
H -11.63 -26.21 5.25
H -12.04 -24.72 4.31
C -7.33 -26.89 12.84
O -6.95 -27.89 13.44
N -6.63 -25.70 12.93
N -8.35 -26.78 11.95
H -7.16 -24.83 12.91
H -5.79 -25.67 13.52
H -9.14 -27.39 12.16
H -8.56 -25.94 11.39
C -9.47 -20.23 8.80
O -10.56 -19.79 9.26
N -8.33 -19.64 9.26
N -9.35 -21.31 7.98
H -8.45 -18.99 10.03
H -7.41 -20.12 9.22
H -10.19 -21.75 7.70
H -8.48 -21.55 7.47
C -2.93 -22.38 7.42
O -3.27 -22.98 6.38
N -3.35 -21.08 7.55
N -2.20 -23.05 8.28
H -3.64 -20.77 8.47
H -4.11 -20.87 6.90
H -1.89 -23.89 7.87
H -1.67 -22.53 8.94
C -4.69 -26.74 7.25
O -5.14 -26.57 8.41
N -4.01 -25.81 6.57
N -4.94 -27.86 6.50
H -3.96 -24.84 6.85
H -3.59 -25.93 5.67
H -5.54 -28.62 6.89
H -4.59 -27.99 5.57
C -9.85 -18.08 5.33
O -10.87 -17.43 5.29
N -9.33 -18.59 4.19
N -9.16 -18.16 6.48
H -10.07 -18.98 3.61
H -8.63 -19.33 4.27
H -8.50 -18.93 6.61
H -9.66 -17.69 7.28
C -16.50 -21.02 7.70
O -16.56 -22.23 7.53
N -16.34 -20.52 8.97
N -16.37 -20.21 6.55
H -16.55 -21.19 9.69
H -16.43 -19.53 9.10
H -16.24 -20.76 5.74
H -15.90 -19.30 6.52
C -6.80 -29.81 8.97
O -6.80 -30.02 7.74
N -7.61 -30.58 9.78
N -5.96 -28.97 9.65
H -8.40 -31.04 9.31
H -7.78 -30.18 10.72
H -5.56 -28.16 9.15
H -6.34 -28.74 10.55
C -11.23 -28.72 11.21
O -11.60 -27.83 12.01
N -11.57 -30.00 11.22
N -10.37 -28.45 10.16
H -12.30 -30.24 11.88
H -11.47 -30.55 10.45
H -9.78 -27.58 10.19
H -9.99 -29.29 9.72
C -5.53 -28.15 2.13
O -5.20 -27.05 1.60
N -4.54 -29.08 2.47
N -6.80 -28.48 2.36
H -4.88 -30.06 2.36
H -3.67 -28.98 2.05
H -7.08 -29.44 2.51
H -7.60 -27.85 2.16
C -6.61 -24.72 4.54
O -7.13 -24.64 5.65
N -5.56 -24.07 4.07
N -7.12 -25.63 3.62
H -5.11 -23.35 4.64
H -5.35 -24.18 3.08
H -7.90 -26.19 3.92
H -6.61 -25.86 2.82
*
```

Here are the Mulliken charges for atoms 1 to 99, given in e: atom 1 (C): 0.21, atom 2 (O): -0.71, atom 3 (N): 0.60, atom 4 (N): -0.50, atom 5 (H): -0.08, atom 6 (H): 0.10, atom 7 (H): 0.15, atom 8 (H): 0.28, atom 9 (C): 0.19, atom 10 (O): -0.18, atom 11 (N): 0.04, atom 12 (N): -0.31, atom 13 (H): 0.29, atom 14 (H): -0.40, atom 15 (H): 0.35, atom 16 (H): 0.18, atom 17 (C): 0.62, atom 18 (O): -0.75, atom 19 (N): -0.49, atom 20 (N): -0.42, atom 21 (H): 0.28, atom 22 (H): 0.25, atom 23 (H): 0.22, atom 24 (H): 0.20, atom 25 (C): -0.18, atom 26 (O): -0.21, atom 27 (N): -0.32, atom 28 (N): 0.15, atom 29 (H): 0.30, atom 30 (H): 0.34, atom 31 (H): -0.36, atom 32 (H): 0.10, atom 33 (C): 0.58, atom 34 (O): -0.71, atom 35 (N): -0.35, atom 36 (N): -0.57, atom 37 (H): 0.26, atom 38 (H): 0.20, atom 39 (H): 0.25, atom 40 (H): 0.33, atom 41 (C): -0.29, atom 42 (O): -0.74, atom 43 (N): 0.61, atom 44 (N): -0.25, atom 45 (H): -0.64, atom 46 (H): 0.15, atom 47 (H): 0.19, atom 48 (H): 0.28, atom 49 (C): 0.59, atom 50 (O): -0.74, atom 51 (N): -0.53, atom 52 (N): -0.17, atom 53 (H): 0.23, atom 54 (H): 0.22, atom 55 (H): 0.19, atom 56 (H): 0.18, atom 57 (C): 0.66, atom 58 (O): -0.71, atom 59 (N): -0.35, atom 60 (N): -0.51, atom 61 (H): 0.17, atom 62 (H): 0.21, atom 63 (H): 0.22, atom 64 (H): 0.26, atom 65 (C): 0.55, atom 66 (O): -0.72, atom 67 (N): -0.18, atom 68 (N): -0.33, atom 69 (H): 0.24, atom 70 (H): 0.12, atom 71 (H): 0.19, atom 72 (H): 0.27, atom 73 (C): 0.56, atom 74 (O): -0.68, atom 75 (N): 1.00, atom 76 (N): -0.18, atom 77 (H): -0.61, atom 78 (H): -0.56, atom 79 (H): 0.13, atom 80 (H): 0.11, atom 81 (C): 0.13, atom 82 (O): -0.66, atom 83 (N): -0.27, atom 84 (N): 0.63, atom 85 (H): 0.23, atom 86 (H): 0.22, atom 87 (H): -0.59, atom 88 (H): 0.10, atom 89 (C): -0.14, atom 90 (O): -0.12, atom 91 (N): -0.22, atom 92 (N): 1.21, atom 93 (H): 0.07, atom 94 (H): 0.23, atom 95 (H): -0.50, atom 96 (H): -0.59, atom 97 (C): 0.49, atom 98 (O): -0.66, atom 99 (N): -0.21



# C6H4O

One molecule with the formula C6H4O (the ωB97M-V functional and the def2-TZVPD basis, OMol25).

Computed properties:
**SMILES string**: C#CC(C#C)C=O
**Highest occupied orbital energy**: -10.178 eV
**LUMO energy**: 0.78 eV
**ΔE to the lowest compared entry with this formula, charge and spin**: 85.3 kcal per mole
**DFT total energy**: -8328.7429 eV

Structure (ORCA input):
```
! wB97M-V def2-TZVPD RIJCOSX def2/J DEFGRID3
* xyz 0 1
C -0.43 0.55 1.48
C -0.25 -0.29 0.28
C 0.99 -1.02 -0.05
C 2.02 -1.47 -0.34
C -0.62 0.38 -0.96
C -1.16 1.08 -1.83
H -1.30 1.32 1.44
H -0.87 -1.09 0.30
H 3.09 -1.62 -0.30
H -1.66 1.70 -2.49
O 0.20 0.46 2.49
*
```

Mulliken atomic charges, in units of e: atom 1 (C): -0.09, atom 2 (C): 0.76, atom 3 (C): -0.90, atom 4 (C): 0.22, atom 5 (C): -0.73, atom 6 (C): -0.11, atom 7 (H): 0.30, atom 8 (H): 0.17, atom 9 (H): 0.37, atom 10 (H): 0.46, atom 11 (O): -0.43



Copy entry 2 word for word.
# C6H4O

One molecule with the formula C6H4O (the ωB97M-V functional and the def2-TZVPD basis, OMol25).

Computed properties:
**SMILES string**: C#CC(C#C)C=O
**Highest occupied orbital energy**: -10.178 eV
**LUMO energy**: 0.78 eV
**ΔE to the lowest compared entry with this formula, charge and spin**: 85.3 kcal per mole
**DFT total energy**: -8328.7429 eV

Structure (ORCA input):
```
! wB97M-V def2-TZVPD RIJCOSX def2/J DEFGRID3
* xyz 0 1
C -0.43 0.55 1.48
C -0.25 -0.29 0.28
C 0.99 -1.02 -0.05
C 2.02 -1.47 -0.34
C -0.62 0.38 -0.96
C -1.16 1.08 -1.83
H -1.30 1.32 1.44
H -0.87 -1.09 0.30
H 3.09 -1.62 -0.30
H -1.66 1.70 -2.49
O 0.20 0.46 2.49
*
```

Mulliken atomic charges, in units of e: atom 1 (C): -0.09, atom 2 (C): 0.76, atom 3 (C): -0.90, atom 4 (C): 0.22, atom 5 (C): -0.73, atom 6 (C): -0.11, atom 7 (H): 0.30, atom 8 (H): 0.17, atom 9 (H): 0.37, atom 10 (H): 0.46, atom 11 (O): -0.43



Look up the ΔE to the lowest compared entry with this formula, charge and spin of the first one. 32.9 kcal per mole



The lowest highest occupied orbital energy belongs to which entry? C6H4O



What is the ΔE to the lowest compared entry with this formula, charge and spin in the second record? 85.3 kcal per mole